Entry 1:
{
  "formula": "C30H50BrIrN4O10P2S3",
  "method": "ωB97M-V/def2-TZVPD",
  "fmax_ev_per_a": 1.0,
  "e_homo_ev": [-10.82, -10.80],
  "charge": 1,
  "energy_ha": -6700.17225,
  "s_squared": 0.76,
  "spin_multiplicity": 2,
  "e_above_lowest_kcal_mol": 17.5,
  "elements": ["Ir", "O", "C", "C", "C", "C", "C", "C", "C", "O", "N", "O", "O", "H", "H", "H", "H", "C", "C", "C", "C", "C", "Br", "N", "C", "H", "H", "H", "H", "H", "H", "C", "N", "C", "S", "N", "C", "H", "H", "H", "H", "H", "H", "H", "H", "C", "C", "C", "O", "P", "S", "S", "O", "C", "C", "C", "H", "H", "H", "H", "H", "H", "H", "H", "H", "H", "H", "H", "H", "H", "C", "C", "C", "C", "O", "P", "O", "O", "O", "C", "C", "C", "C", "H", "H", "H", "H", "H", "H", "H", "H", "H", "H", "H", "H", "H", "H", "H", "H", "H", "H"],
  "coordinates": [[0.10454, -0.30704, 0.70229], [2.14811, -1.08585, 0.35389], [3.01296, -0.29988, -0.05571], [3.00015, 1.13030, 0.01703], [4.00340, 1.82474, -0.67195], [4.05646, 3.18851, -0.57778], [3.15971, 3.90133, 0.22266], [2.18350, 3.23271, 0.91836], [2.06242, 1.83457, 0.81483], [1.14101, 1.22961, 1.52322], [5.08262, 3.91735, -1.33438], [5.82424, 3.26481, -2.03993], [5.10847, 5.12394, -1.21699], [3.90142, -0.75178, -0.51286], [4.72795, 1.29943, -1.28062], [3.24548, 4.97784, 0.27064], [1.46904, 3.75600, 1.53965], [1.31492, -5.37131, -0.84275], [0.13929, -4.45774, -0.65225], [-1.15736, -4.83932, -0.96818], [-2.18709, -3.94214, -0.78551], [-1.89890, -2.67824, -0.29816], [-3.33843, -1.52305, -0.05571], [-0.66473, -2.27359, 0.00466], [0.32180, -3.17545, -0.17094], [1.01814, -6.41413, -0.74263], [2.09838, -5.16797, -0.11418], [1.74265, -5.24145, -1.83847], [-1.36166, -5.83165, -1.35085], [-3.21041, -4.19843, -1.01375], [1.31513, -2.84301, 0.07405], [-4.94514, 1.07384, 2.16533], [-3.55782, 1.30754, 1.78300], [-3.01350, 1.35546, 0.58186], [-1.27117, 1.54860, 0.49297], [-3.61383, 1.38657, -0.58809], [-5.03903, 1.42487, -0.88686], [-4.95419, 0.87594, 3.23372], [-5.35145, 0.20310, 1.65384], [-5.57478, 1.94061, 1.97426], [-2.88861, 1.46573, 2.53348], [-2.96939, 1.15501, -1.36559], [-5.49765, 0.43835, -0.80248], [-5.14737, 1.76287, -1.91386], [-5.55692, 2.12776, -0.24142], [-0.25668, -2.71228, 5.66673], [-1.18262, -1.66538, 6.24751], [-0.69115, -1.07792, 7.55379], [-1.48088, -0.57693, 5.30945], [-0.55157, 0.30391, 4.39822], [-1.33991, 1.99901, 4.00087], [-0.39060, -1.04341, 2.72314], [0.82867, 0.23101, 5.14120], [2.16907, 0.74856, 4.86428], [2.83044, -0.06525, 3.77321], [2.13890, 2.23477, 4.58818], [-0.13733, -3.50620, 6.40503], [0.73056, -2.30162, 5.45560], [-0.66628, -3.15360, 4.75894], [-2.16885, -2.10426, 6.39547], [0.32359, -0.69424, 7.45681], [-0.69703, -1.85323, 8.32075], [-1.34636, -0.27070, 7.87795], [2.67595, 0.56043, 5.81097], [2.36682, 0.12895, 2.80605], [2.76887, -1.13208, 3.99073], [3.88428, 0.21052, 3.71775], [1.59620, 2.44869, 3.66892], [3.16321, 2.59593, 4.48557], [1.66211, 2.77313, 5.40615], [2.21676, 2.29141, -4.49827], [0.83385, 2.25780, -3.87271], [0.82401, 3.00820, -2.55411], [-0.22551, 2.80171, -4.81922], [0.56187, 0.83147, -3.68125], [-0.40566, 0.16337, -2.61924], [-1.70630, 0.87237, -2.48677], [0.39490, -0.12933, -1.33883], [-0.55374, -1.30877, -3.19347], [-1.05132, -1.70497, -4.50869], [0.15876, -1.87324, -5.41434], [-1.73673, -3.03894, -4.25692], [-2.03669, -0.70047, -5.08426], [2.52069, 3.32212, -4.68660], [2.22185, 1.75086, -5.44470], [2.94612, 1.83021, -3.83019], [1.09148, 4.05042, -2.73577], [1.55283, 2.58289, -1.86580], [-0.16120, 2.98104, -2.09142], [-0.10899, 3.88031, -4.93455], [-1.21938, 2.59971, -4.41974], [-0.13399, 2.34042, -5.80335], [0.87909, -2.55028, -4.95386], [0.64400, -0.91337, -5.58738], [-0.14628, -2.29059, -6.37489], [-1.03054, -3.74934, -3.82378], [-2.11712, -3.45266, -5.19138], [-2.57338, -2.90636, -3.56881], [-1.57633, 0.27599, -5.22997], [-2.90263, -0.58080, -4.43437], [-2.37214, -1.06438, -6.05655]],
  "mulliken_spin": [0.3846, 0.0244, -0.0029, 0.0041, -0.0024, -0.0002, -0.0002, -0.0001, -0.0019, 0.0045, 0.0000, -0.0002, 0.0000, -0.0008, 0.0001, 0.0001, -0.0003, 0.0000, -0.0003, -0.0002, -0.0003, -0.0036, 0.0004, 0.0038, -0.0025, 0.0000, 0.0000, 0.0000, 0.0000, -0.0001, 0.0006, 0.0035, 0.0060, 0.0203, 0.0353, 0.0063, -0.0003, -0.0006, -0.0002, 0.0000, -0.0076, -0.0019, 0.0002, 0.0000, 0.0001, 0.0131, -0.0065, 0.0008, -0.0032, 0.0162, 0.0347, 0.4355, 0.0046, -0.0098, 0.0472, 0.0013, 0.0011, -0.0024, -0.0018, 0.0005, -0.0001, 0.0000, 0.0001, 0.0005, -0.0134, -0.0020, 0.0016, -0.0004, -0.0003, 0.0000, -0.0002, -0.0002, 0.0016, 0.0000, -0.0016, 0.0028, 0.0071, 0.0084, -0.0005, -0.0002, 0.0001, 0.0001, -0.0006, -0.0001, 0.0000, 0.0001, 0.0000, -0.0002, -0.0012, 0.0000, 0.0002, 0.0000, -0.0001, 0.0000, 0.0000, 0.0000, 0.0000, 0.0000, -0.0002, 0.0001, 0.0000]
}



Entry 2:
{
  "formula": "C30H50CeP2S",
  "method": "ωB97M-V/def2-TZVPD",
  "fmax_ev_per_a": 3.8,
  "e_homo_ev": [-9.50, -9.48],
  "charge": 1,
  "energy_ha": -2728.77555,
  "s_squared": 0.78,
  "spin_multiplicity": 2,
  "elements": ["Ce", "C", "C", "C", "C", "C", "C", "H", "H", "H", "C", "H", "H", "H", "C", "H", "H", "H", "C", "H", "H", "H", "C", "H", "H", "H", "C", "C", "C", "C", "C", "C", "C", "C", "H", "H", "H", "H", "H", "H", "H", "H", "H", "H", "H", "H", "P", "C", "H", "H", "H", "C", "H", "H", "H", "C", "H", "H", "H", "P", "C", "H", "H", "H", "C", "H", "H", "H", "C", "H", "H", "H", "S", "C", "C", "C", "C", "C", "C", "H", "H", "H", "H", "H"],
  "coordinates": [[-0.15178, -0.16680, -1.58072], [-2.08242, 1.65940, 0.09206], [-2.59601, 0.76129, -0.90138], [-2.17218, -0.46143, 1.01761], [-1.90774, 0.90791, 1.28281], [-2.62311, -0.57767, -0.32896], [-1.91331, 3.12576, -0.07518], [-1.52774, 3.39285, -1.06922], [-1.22480, 3.53418, 0.66954], [-2.88431, 3.62901, 0.05012], [-1.67227, 1.47078, 2.63404], [-1.46327, 2.55142, 2.59889], [-0.82623, 0.98525, 3.15272], [-2.57030, 1.31531, 3.26576], [-2.17168, -1.56445, 2.00158], [-3.20506, -1.73328, 2.36489], [-1.53640, -1.33714, 2.86880], [-1.80547, -2.51440, 1.56865], [-3.14749, -1.78971, -1.01203], [-4.24942, -1.80526, -0.97653], [-2.79140, -2.69980, -0.52049], [-2.86478, -1.84793, -2.07817], [-3.02093, 1.14529, -2.27719], [-3.99751, 1.65712, -2.29769], [-3.11240, 0.29079, -2.95763], [-2.31901, 1.85858, -2.73913], [1.52362, 0.40928, -3.04115], [0.45615, 1.33814, -3.22416], [-0.14021, 1.57536, -4.60349], [-1.01582, 0.42986, -5.18231], [-1.09709, -0.81669, -4.32253], [-0.03600, -1.66119, -4.18100], [1.28392, -1.39872, -4.88643], [2.15076, -0.30684, -4.22999], [0.69204, 1.78472, -5.29147], [-0.62989, 0.19426, -6.18855], [-0.75263, 2.48722, -4.54345], [2.40400, 0.45365, -4.97410], [2.17897, 0.46189, -2.14349], [0.25969, 2.15544, -2.50594], [3.09327, -0.75770, -3.89431], [1.86439, -2.33211, -4.90407], [-0.14133, -2.66791, -3.76668], [1.13230, -1.12553, -5.94029], [-2.03499, 0.81764, -5.33250], [-2.11032, -1.14391, -4.06579], [1.82638, 2.04795, 0.67202], [1.57737, 2.97509, 2.23281], [2.43883, 3.61165, 2.47114], [1.42933, 2.28444, 3.06808], [0.68772, 3.60843, 2.16334], [3.53483, 1.44347, 0.92756], [4.19274, 2.22563, 1.32743], [3.93535, 1.09315, -0.02868], [3.51707, 0.59890, 1.62454], [2.14451, 3.45761, -0.46858], [2.53919, 3.08114, -1.41840], [2.85260, 4.18001, -0.03886], [1.19730, 3.97182, -0.68191], [1.06758, -2.71706, -0.10993], [-0.04389, -3.94391, -0.89607], [0.50921, -4.80742, -1.28508], [-0.59261, -3.47999, -1.72452], [-0.78615, -4.29661, -0.16580], [2.59664, -2.92584, -1.09798], [2.38140, -2.90947, -2.16936], [3.11635, -3.86024, -0.85038], [3.27544, -2.09106, -0.88329], [1.54044, -3.61186, 1.40876], [1.81601, -4.65663, 1.22196], [0.71268, -3.61249, 2.12388], [2.37583, -3.12587, 1.91852], [1.28876, -0.57033, 2.78131], [1.28903, -0.18595, 4.41073], [2.38648, 0.52331, 4.96454], [2.34569, 0.97840, 6.27562], [1.23080, 0.68620, 7.09288], [0.17280, -0.07130, 6.56878], [0.20176, -0.52636, 5.26251], [3.24348, 0.72416, 4.31848], [3.18243, 1.55530, 6.67368], [1.20430, 1.04988, 8.12065], [-0.68812, -0.31194, 7.21287], [-0.60635, -1.13002, 4.85386]],
  "mulliken_spin": [-0.0022, -0.0148, 0.0023, 0.0009, 0.0125, -0.0014, -0.0008, 0.0006, -0.0005, -0.0001, 0.0001, -0.0011, 0.0119, 0.0013, -0.0147, -0.0003, 0.0046, 0.0011, -0.0017, 0.0000, 0.0000, 0.0004, 0.0009, 0.0000, 0.0000, -0.0001, -0.0051, -0.0032, 0.0002, 0.0003, 0.0002, -0.0010, 0.0013, -0.0001, -0.0001, 0.0000, -0.0002, -0.0004, 0.0011, -0.0008, -0.0002, 0.0001, -0.0007, 0.0002, 0.0002, -0.0003, 0.0250, 0.0037, 0.0008, -0.0046, 0.0004, -0.0078, 0.0003, 0.0002, 0.0018, 0.0094, -0.0008, 0.0005, -0.0001, -0.0179, -0.0002, 0.0001, 0.0002, 0.0002, 0.0001, 0.0000, 0.0001, 0.0001, 0.0319, 0.0018, -0.0012, -0.0115, 0.6655, 0.0092, 0.1323, -0.0702, 0.1806, -0.0715, 0.1133, 0.0053, -0.0009, 0.0073, -0.0005, 0.0065]
}



Entry 3:
{
  "formula": "C30H50Cl2N3O4SiYb",
  "method": "ωB97M-V/def2-TZVPD",
  "fmax_ev_per_a": 4.9,
  "e_homo_ev": [-4.25, -4.24],
  "charge": 0,
  "energy_ha": -4006.93325,
  "s_squared": 0.75,
  "spin_multiplicity": 2,
  "e_above_lowest_kcal_mol": 108.9,
  "elements": ["C", "C", "H", "H", "H", "C", "C", "H", "H", "H", "H", "Yb", "Cl", "C", "O", "N", "C", "C", "H", "H", "H", "H", "H", "H", "H", "H", "H", "C", "C", "N", "H", "C", "O", "H", "H", "H", "H", "H", "H", "C", "C", "N", "H", "C", "O", "H", "H", "H", "H", "O", "C", "C", "C", "H", "C", "H", "C", "H", "C", "C", "H", "H", "H", "Si", "Cl", "C", "C", "C", "H", "H", "H", "H", "H", "H", "H", "H", "H", "C", "C", "C", "C", "C", "C", "C", "H", "H", "H", "H", "H", "H", "H"],
  "coordinates": [[3.08309, -2.04564, -5.68279], [2.60740, -1.31932, -6.88950], [3.24975, -3.10312, -5.89233], [2.33032, -1.95319, -4.88516], [4.02513, -1.59034, -5.32345], [2.79679, -1.80346, -8.14954], [3.20267, -3.20474, -8.41484], [2.73970, -1.15836, -9.03459], [2.65603, -3.92065, -7.78352], [4.27754, -3.37600, -8.26606], [2.99791, -3.47727, -9.45415], [0.49586, 0.33964, -2.89605], [2.52300, 1.71630, -2.70993], [-0.49061, 3.29887, -2.99224], [-0.96770, 2.13822, -2.89750], [-1.16633, 4.36111, -3.43911], [-2.54900, 4.21599, -3.83821], [-0.47399, 5.60199, -3.74020], [0.56240, 3.47156, -2.75010], [-3.07773, 3.59047, -3.11063], [-2.65440, 3.75380, -4.82657], [-2.96349, 5.22136, -3.89231], [0.29264, 5.76398, -2.98240], [-1.21625, 6.40506, -3.75516], [0.02313, 5.60571, -4.71577], [-2.41959, 2.32178, 1.77718], [-0.95301, 1.50740, 3.46305], [-2.32751, 1.38350, 1.22224], [-0.62076, 0.63828, 2.87859], [-1.00805, 0.82203, 1.47752], [-2.43381, 1.57913, 0.15480], [-0.28815, 0.32666, 0.46427], [-0.54327, 0.51028, -0.74647], [0.47268, 0.56886, 2.95587], [0.59482, -0.25875, 0.78629], [-3.10258, 0.68978, 1.57862], [-1.08090, -0.26973, 3.30511], [0.40323, -5.43811, -0.18806], [-0.20987, -3.90361, -3.56771], [-0.50825, -4.86334, -0.41784], [-0.90939, -4.06860, -2.73940], [-0.27555, -3.84460, -1.44319], [-0.89916, -4.43632, 0.51333], [0.45922, -2.74370, -1.19357], [0.71999, -1.84983, -2.04119], [-1.82395, -3.47172, -2.86867], [0.83912, -2.66960, -0.15666], [-1.27181, -5.55049, -0.79531], [-1.21590, -5.11974, -2.73790], [0.92256, -0.29131, -5.31356], [1.95381, -0.01287, -6.48296], [0.66540, 0.15777, -8.67733], [1.47449, 0.76686, -7.71814], [0.35180, -0.89508, -8.55091], [0.27901, 0.85660, -9.83527], [2.68989, 0.61456, -5.93377], [1.92797, 2.07478, -7.97803], [-0.30886, 0.34384, -10.59010], [0.68391, 2.17468, -10.04681], [1.50961, 2.78338, -9.10999], [2.67054, 2.47129, -7.28415], [0.39659, 2.70689, -10.95271], [1.88992, 3.79168, -9.26174], [-0.73685, -0.75382, -5.85832], [-0.23305, -2.52867, -6.94327], [-2.04031, -0.38086, -7.21704], [-0.82400, 1.27540, -5.84087], [-1.85387, -1.12203, -4.37559], [-1.65869, 0.40771, -7.88063], [-3.00186, -0.04126, -6.81019], [-2.20768, -1.26984, -7.83165], [-2.79194, -1.48297, -4.82222], [-2.19407, -0.31621, -3.69030], [-1.43106, -1.91420, -3.75762], [-0.52637, 1.69007, -6.81815], [-0.10132, 1.75530, -5.16014], [-1.82624, 1.63496, -5.58262], [2.60276, 1.05800, 0.58526], [2.89290, 1.20265, 1.94116], [3.12420, 0.05034, 2.77442], [3.25718, 0.20829, 4.14978], [3.17186, 1.47594, 4.75887], [2.98076, 2.61276, 3.96299], [2.86142, 2.48899, 2.58904], [2.66302, 0.08902, 0.09702], [2.44549, 1.93082, -0.05048], [3.17270, -0.93676, 2.29371], [3.44238, -0.67242, 4.76214], [3.28715, 1.57322, 5.83625], [2.92822, 3.59575, 4.43237], [2.67968, 3.36539, 1.96462]],
  "mulliken_spin": [0.0001, 0.0002, 0.0000, 0.0000, 0.0000, 0.0000, 0.0000, 0.0000, 0.0000, 0.0000, 0.0000, 1.0100, 0.0001, 0.0002, -0.0015, 0.0000, 0.0000, 0.0000, -0.0002, 0.0000, 0.0000, 0.0000, 0.0000, 0.0000, 0.0000, 0.0000, 0.0000, 0.0000, -0.0002, -0.0003, 0.0000, -0.0006, -0.0001, 0.0001, -0.0006, 0.0000, 0.0001, 0.0000, 0.0000, -0.0001, 0.0000, 0.0001, 0.0000, 0.0000, -0.0002, 0.0000, 0.0000, 0.0000, 0.0000, -0.0107, -0.0004, -0.0001, -0.0001, 0.0000, 0.0000, 0.0001, 0.0000, 0.0000, 0.0000, 0.0000, 0.0000, 0.0000, 0.0000, 0.0012, 0.0000, 0.0000, -0.0002, -0.0014, 0.0000, 0.0000, 0.0000, 0.0001, -0.0001, 0.0011, 0.0001, 0.0000, -0.0001, 0.0031, -0.0002, 0.0006, -0.0003, 0.0007, -0.0003, 0.0007, -0.0004, -0.0005, 0.0000, 0.0000, 0.0000, 0.0000, 0.0000]
}